The following is a quantum chemistry calculation of a molecular structure, C23H22IrN2O2S3 in a non-equilibrium geometry, from the Open Molecules 2025 dataset.

Geometry as XYZ:
```
53
Properties=species:S:1:pos:R:3:nbo_charge:R:1
Ir -0.037 0.049 -0.136 0.859
C -0.623 -0.942 2.721 -0.420
N 0.292 0.082 2.150 -0.466
C 1.722 -0.253 2.401 -0.235
C 2.402 -0.867 1.196 -0.236
N 2.138 -0.068 -0.031 -0.418
C 2.818 1.252 0.044 -0.414
C 2.616 -0.746 -1.242 0.106
C 3.838 -1.400 -1.294 -0.179
C 4.262 -1.966 -2.486 -0.214
C 3.477 -1.860 -3.629 -0.194
C 2.270 -1.188 -3.582 -0.183
C 1.833 -0.633 -2.380 -0.215
S 0.322 0.245 -2.298 0.274
C -0.003 1.399 2.728 0.030
C 0.004 1.557 4.112 -0.220
C -0.232 2.792 4.681 -0.234
C -0.469 3.888 3.855 -0.194
C -0.459 3.738 2.484 -0.233
C -0.221 2.488 1.893 -0.072
S -0.178 2.383 0.146 -0.140
H -0.487 -1.023 3.801 0.186
H -0.415 -1.904 2.257 0.230
H -1.647 -0.651 2.502 0.242
H 1.810 -0.951 3.238 0.220
H 2.227 0.665 2.695 0.223
H 2.024 -1.870 1.017 0.249
H 3.476 -0.931 1.393 0.203
H 3.895 1.097 0.160 0.191
H 2.427 1.833 0.873 0.229
H 2.619 1.799 -0.873 0.238
H 4.466 -1.475 -0.417 0.211
H 5.209 -2.486 -2.522 0.221
H 3.805 -2.310 -4.557 0.224
H 1.646 -1.098 -4.462 0.230
H 0.200 0.704 4.751 0.210
H -0.234 2.902 5.757 0.217
H -0.662 4.861 4.286 0.217
H -0.640 4.586 1.837 0.223
O -4.131 -0.312 -0.311 -0.600
C -3.041 -0.821 -0.176 0.778
O -1.977 -0.086 0.046 -0.746
C -2.887 -2.313 -0.161 -0.147
C -4.075 -3.048 -0.092 -0.162
C -4.074 -4.426 -0.067 -0.240
C -2.859 -5.104 -0.118 -0.190
C -1.677 -4.399 -0.186 -0.231
C -1.667 -2.996 -0.209 -0.157
S -0.051 -2.309 -0.306 -0.152
H -4.999 -2.487 -0.064 0.242
H -5.006 -4.971 -0.010 0.214
H -2.835 -6.186 -0.106 0.212
H -0.730 -4.924 -0.227 0.215
```

Properties
Electronic energy (Eh): -2448.5892
Expectation value of S²: 0.757
Frontier orbital gap (alpha / beta) (eV): 7.709 / 5.211
LUMO level (alpha / beta) (eV): 0.144 / -2.294
Multiplicity: 2
Relative energy (zero: lowest compared OMol25 entry of this formula, charge and spin) (kcal per mole): 9.9